Record 1
# C19H44N2P2S5Ti

A molecular structure, C19H44N2P2S5Ti (ωB97M-V/def2-TZVPD, the OMol25 dataset).

The geometry in XYZ format:
```
73
Properties=species:S:1:pos:R:3:forces:R:3:lowdin_spin:R:1
Ti 0.071 0.105 -0.379 0.44 -0.33 0.16 1.808
C -3.158 1.755 -0.245 -0.06 0.11 -0.04 0.001
C -3.333 0.495 0.594 -0.13 -0.09 -0.03 0.002
S -1.791 0.304 1.505 0.14 0.15 -0.05 0.004
C -1.692 -1.330 2.249 -0.01 -0.15 0.02 0.007
C -0.291 -1.418 2.874 0.01 -0.08 0.07 0.004
S 1.053 -0.593 1.939 -0.26 0.05 -0.01 0.013
C 1.240 0.963 2.909 -0.01 -0.08 0.15 0.008
C 1.547 2.255 2.163 0.16 0.09 0.03 0.002
S 0.135 3.087 1.376 -0.11 -0.11 0.01 0.019
C 0.472 2.963 -0.398 0.36 -0.19 -0.15 0.009
C -0.804 3.162 -1.207 -0.02 0.09 -0.08 0.009
S -1.777 1.630 -1.445 0.03 -0.01 0.02 0.012
H -2.965 2.620 0.389 0.02 -0.02 0.01 0.000
H -4.067 1.943 -0.813 0.03 0.01 0.00 0.000
H -3.540 -0.374 -0.029 0.04 0.01 0.03 0.001
H -4.167 0.643 1.280 0.02 -0.03 0.01 0.000
H -1.840 -2.114 1.508 0.00 0.07 -0.01 0.001
H -2.437 -1.450 3.035 -0.03 0.04 -0.04 0.000
H 0.002 -2.462 2.974 -0.01 0.00 0.00 0.000
H -0.287 -0.990 3.875 0.02 0.02 -0.01 0.000
H 2.052 0.769 3.611 -0.02 0.01 0.00 0.000
H 0.319 1.070 3.481 0.00 0.03 0.00 0.000
H 2.348 2.132 1.435 -0.03 -0.01 -0.03 0.000
H 1.907 2.955 2.919 0.01 0.01 -0.04 0.000
H 0.956 2.008 -0.676 0.02 0.28 0.05 0.007
H 1.241 3.683 -0.691 -0.20 0.14 0.03 0.000
H -0.559 3.506 -2.212 0.00 -0.02 0.03 0.000
H -1.458 3.915 -0.765 0.01 0.01 -0.01 0.001
C 2.427 -0.891 -3.435 0.07 0.02 -0.04 -0.001
P 0.868 -0.081 -2.958 -0.23 0.05 0.17 0.010
C 0.801 1.376 -4.044 -0.05 0.00 -0.12 0.001
C -0.370 -1.234 -3.661 -0.02 -0.03 -0.10 0.006
C -0.309 -2.543 -2.874 0.05 -0.07 0.01 0.006
P -0.794 -2.287 -1.117 0.04 0.09 -0.05 0.042
C -2.588 -2.626 -1.230 -0.03 -0.03 0.03 0.005
C -0.158 -3.786 -0.297 0.00 -0.09 0.02 0.008
H 2.306 -1.354 -4.416 0.03 0.02 0.00 0.000
H 2.732 -1.636 -2.703 -0.04 -0.01 -0.01 0.000
H 3.220 -0.146 -3.483 -0.01 0.00 0.01 0.000
H 1.074 1.117 -5.069 0.00 -0.02 0.01 0.000
H 1.491 2.140 -3.686 0.01 -0.01 0.01 0.000
H -0.212 1.783 -4.056 0.01 0.02 0.02 0.000
H -0.163 -1.403 -4.721 0.01 0.00 0.03 0.000
H -1.364 -0.778 -3.598 0.03 0.01 0.02 0.001
H 0.708 -2.947 -2.885 -0.02 0.02 0.00 0.000
H -0.950 -3.310 -3.315 -0.01 0.03 0.01 0.000
H -2.752 -3.589 -1.715 0.00 0.00 0.01 0.000
H -3.080 -1.855 -1.825 0.02 0.00 -0.01 0.000
H -3.059 -2.659 -0.248 0.00 0.02 0.00 0.000
H -0.373 -4.681 -0.883 -0.02 0.03 -0.01 0.001
H -0.624 -3.906 0.682 0.02 0.01 0.01 0.000
H 0.920 -3.709 -0.159 0.00 0.01 -0.02 0.001
C 5.808 -2.720 2.155 0.04 -0.06 0.01 0.000
C 5.132 -1.396 2.459 -0.03 0.12 0.09 0.000
N 4.298 -0.911 1.357 0.13 -0.01 -0.08 0.000
C 4.474 0.072 0.472 -0.05 -0.04 0.19 0.001
S 3.152 0.527 -0.534 -0.46 0.05 -0.28 0.007
N 5.607 0.746 0.301 -0.06 -0.01 0.06 0.001
C 6.977 0.471 0.749 0.03 -0.10 -0.09 0.000
C 7.449 1.430 1.825 0.05 0.00 0.04 0.000
H 6.389 -3.052 3.014 0.00 0.01 0.01 0.000
H 6.476 -2.655 1.297 0.01 0.04 -0.01 0.000
H 5.067 -3.490 1.937 -0.02 0.00 0.00 0.000
H 5.839 -0.619 2.740 0.01 -0.05 -0.03 0.000
H 4.463 -1.509 3.316 0.01 -0.03 -0.01 0.000
H 3.386 -1.334 1.287 0.03 -0.02 0.01 0.000
H 5.507 1.502 -0.358 0.02 0.00 -0.03 0.000
H 7.607 0.555 -0.138 0.01 0.03 0.04 0.000
H 7.039 -0.566 1.063 0.04 0.02 0.01 0.000
H 7.385 2.462 1.484 0.00 0.02 -0.03 0.000
H 8.491 1.226 2.071 0.01 0.00 0.01 0.000
H 6.860 1.343 2.737 -0.03 -0.02 0.02 0.000
```
Positions in Å, forces in eV/Å.

- Relative energy (zero: lowest compared OMol25 entry of this formula, charge and spin): 41.4 kcal/mol
- Spin multiplicity: 3
- Charge: +2
- LUMO (alpha / beta): -4.85 / -4.85 eV
- Calculated total energy: -4382.56675 hartree
- ⟨S²⟩: 2.007
- Gap between HOMO and LUMO (alpha / beta): 0.300 / 0.326 Ha

***

Record 2
# C19H44N4O3P

3 unconnected molecules or ions with the total composition C19H44N4O3P at a distorted geometry (ωB97M-V/def2-TZVPD, the OMol25 dataset).

The geometry in XYZ format:
```
71
Properties=species:S:1:pos:R:3:forces:R:3:mulliken_charge:R:1
C -4.900 0.110 1.200 -0.15 -0.26 0.24 -1.119
C -5.171 -1.235 0.495 0.17 0.38 0.19 -0.583
P -4.207 -1.705 -0.986 -0.45 -0.30 -0.29 -0.039
C -3.745 -0.090 -1.675 0.10 -0.29 0.28 -1.019
N -2.599 -2.250 -0.254 -0.03 0.39 -0.90 -0.010
C -1.650 -2.581 -1.387 0.15 -0.12 0.12 -0.631
C -0.305 -2.529 -0.700 -0.47 -0.09 -0.05 -1.088
C -0.402 -1.249 0.139 0.03 -0.80 0.12 0.547
C 0.750 -1.157 1.149 0.15 0.50 -0.23 -1.122
C 1.346 0.252 1.331 0.00 -0.13 0.18 -1.152
C 2.872 0.267 1.273 0.25 0.40 -0.30 -0.650
C 3.450 0.479 -0.144 -0.32 -0.12 0.09 -0.411
C 4.598 1.480 -0.207 0.08 -0.03 -0.15 -0.565
O 5.653 0.918 -0.963 -0.02 -0.13 0.02 -0.349
C 6.690 1.830 -1.253 0.11 0.07 0.02 -0.724
C -1.827 -1.368 0.737 0.26 0.16 1.15 -0.099
N -1.855 -1.915 2.076 -0.22 -0.46 -0.72 -0.613
H -4.865 -0.029 2.280 0.00 0.00 0.04 0.332
H -5.705 0.812 1.007 0.04 0.12 -0.10 0.318
H -3.962 0.574 0.914 -0.06 0.14 -0.06 0.398
H -5.152 -2.062 1.205 0.00 -0.16 -0.06 0.440
H -6.187 -1.237 0.094 -0.08 -0.07 0.02 0.526
H -3.343 -0.243 -2.670 0.00 0.20 -0.12 0.212
H -4.697 0.434 -1.763 0.00 0.12 -0.19 0.398
H -3.073 0.486 -1.043 0.05 0.11 -0.08 0.487
H -2.820 -3.148 0.171 0.07 0.07 0.39 0.557
H -1.944 -3.534 -1.816 0.02 -0.08 -0.03 0.393
H -1.719 -1.815 -2.155 -0.13 0.10 0.00 0.304
H 0.516 -2.541 -1.409 0.14 0.05 0.05 0.486
H -0.225 -3.392 -0.034 0.27 -0.09 -0.03 0.324
H -0.384 -0.411 -0.560 -0.01 0.18 0.09 0.265
H 0.442 -1.527 2.121 -0.06 -0.14 0.08 0.387
H 1.545 -1.823 0.811 0.01 -0.02 -0.11 0.600
H 1.028 0.664 2.289 -0.08 -0.04 0.05 0.345
H 0.958 0.927 0.566 -0.03 0.05 -0.05 0.579
H 3.235 1.075 1.907 -0.04 0.02 0.09 0.300
H 3.282 -0.641 1.707 -0.03 -0.05 0.18 0.440
H 2.643 0.813 -0.800 0.03 0.04 -0.12 0.266
H 3.821 -0.453 -0.569 0.03 -0.08 0.03 0.319
H 4.275 2.415 -0.676 -0.06 0.08 0.02 0.300
H 4.957 1.727 0.797 0.03 -0.02 0.09 0.326
H 6.638 2.147 -2.295 -0.02 0.07 -0.07 0.246
H 7.649 1.347 -1.081 0.04 -0.09 -0.03 0.255
H 6.645 2.716 -0.616 -0.02 0.04 0.05 0.341
H -2.341 -0.417 0.822 0.03 0.00 -0.40 -0.177
H -2.812 -2.097 2.359 -0.03 0.24 0.23 0.313
H -1.372 -2.807 2.119 0.20 0.06 0.15 0.312
C 5.487 1.187 4.759 -0.05 0.00 -0.03 -1.348
C 4.958 -0.227 4.683 -0.01 0.02 -0.01 0.818
O 3.888 -0.486 4.151 -0.01 -0.01 0.05 -0.639
N 5.721 -1.207 5.226 0.05 0.02 0.01 -0.166
C 7.006 -1.086 5.889 -0.12 -0.14 -0.04 -0.840
H 4.765 1.845 4.284 -0.03 -0.02 -0.01 0.253
H 5.620 1.499 5.795 0.05 0.01 0.00 0.426
H 6.443 1.274 4.242 0.03 0.02 0.04 0.370
H 5.314 -2.126 5.145 0.00 -0.02 0.01 0.237
H 7.764 -1.669 5.365 0.04 0.04 0.00 0.285
H 6.943 -1.446 6.916 0.03 0.04 0.02 0.291
H 7.324 -0.049 5.908 0.01 0.02 0.00 0.317
C -4.156 1.553 -5.539 -0.01 -0.05 0.06 -1.317
C -5.507 1.186 -4.968 -0.07 0.00 -0.11 0.825
O -5.667 0.192 -4.269 0.15 0.01 0.16 -0.655
N -6.548 1.996 -5.265 0.04 0.05 0.02 -0.163
C -6.551 3.201 -6.076 -0.12 -0.10 0.08 -0.821
H -3.436 0.806 -5.219 -0.01 -0.03 0.01 0.253
H -4.184 1.568 -6.628 0.01 0.05 -0.01 0.409
H -3.835 2.533 -5.185 0.00 0.02 -0.05 0.367
H -7.422 1.693 -4.864 -0.03 -0.01 -0.02 0.241
H -6.887 4.056 -5.488 0.04 0.03 -0.01 0.286
H -7.221 3.085 -6.928 0.03 0.01 -0.03 0.291
H -5.555 3.410 -6.448 0.02 0.01 -0.01 0.312
```
Positions in Å, forces in eV/Å.

- Relative energy (zero: lowest compared OMol25 entry of this formula, charge and spin): 0.0 kcal/mol
- Charge: +1
- LUMO: -2.17 eV
- Calculated total energy: -1536.22753 hartree
- Gap between HOMO and LUMO: 0.330 Ha

***

Record 3
# C19H44N6O21S4

9 unconnected molecules or ions with the total composition C19H44N6O21S4 at a distorted geometry (ωB97M-V/def2-TZVPD, the OMol25 dataset).

The geometry in XYZ format:
```
94
Properties=species:S:1:pos:R:3:forces:R:3:mulliken_charge:R:1
C 1.019 -0.229 -0.363 -2.00 -0.23 0.97 0.422
O 1.695 -1.182 -0.298 3.70 -5.58 -1.16 -0.733
N -0.206 -0.123 -0.725 -5.54 -1.30 -3.16 0.363
N 1.300 0.819 0.275 4.36 5.71 3.71 0.201
H -0.714 0.718 -0.492 -0.17 -0.40 -0.47 0.143
H -0.660 -0.887 -1.205 -0.04 0.39 -0.01 -0.195
H 0.739 1.658 0.232 0.48 0.00 0.13 0.249
H 2.254 0.797 0.605 -0.23 0.70 0.28 -0.050
C -4.412 0.486 2.278 -1.32 0.40 -0.88 0.665
O -5.189 1.415 2.128 0.06 0.68 -0.04 -0.737
N -3.289 0.198 1.697 2.95 1.72 -2.34 0.031
N -4.655 -0.567 3.021 -3.46 -1.89 4.00 -0.367
H -2.980 0.807 0.953 0.67 -0.43 0.20 -0.083
H -2.819 -0.549 2.187 1.10 0.28 -1.42 0.331
H -5.513 -0.432 3.537 0.16 -0.77 0.26 0.166
H -4.166 -1.451 3.020 -0.23 0.32 -0.17 0.225
C -0.688 3.909 0.173 1.38 -0.23 -1.49 0.610
O -0.528 2.718 -0.042 -0.82 -0.91 0.29 -0.742
N -1.058 4.452 1.291 -1.57 0.54 4.25 -0.370
N -0.340 4.804 -0.726 0.37 1.28 -2.31 -0.434
H -1.258 3.847 2.074 -0.20 0.16 -0.19 0.259
H -1.151 5.447 1.438 0.01 -0.39 -0.17 0.160
H -0.353 5.796 -0.535 0.16 -0.37 -0.28 0.173
H 0.155 4.426 -1.521 0.16 0.50 -0.06 0.120
C 2.126 3.358 2.484 -0.30 1.51 0.29 0.031
C 2.608 4.163 3.742 1.01 -2.41 -0.42 -0.352
O 3.136 3.061 4.531 1.51 -1.87 0.44 -0.427
S 3.973 1.944 3.610 1.14 0.85 -2.15 1.065
O 3.730 0.542 3.953 0.23 3.32 0.01 -0.476
O 5.344 2.404 3.257 -3.65 -1.10 1.65 -0.540
O 3.065 2.325 2.274 0.78 -0.60 0.86 -0.279
H 2.194 4.041 1.637 -0.22 -0.24 -0.25 0.157
H 1.124 2.938 2.565 0.04 0.01 0.16 0.145
H 1.933 4.622 4.464 -0.28 0.18 -0.74 0.277
H 3.466 4.771 3.454 -0.25 0.42 0.11 0.310
C -2.327 -5.068 -3.035 1.19 0.31 -0.14 -0.277
C -3.155 -4.113 -3.880 -0.80 -0.67 -0.99 -0.205
O -2.463 -2.904 -4.008 2.62 1.66 -0.76 -0.258
S -0.796 -3.118 -3.879 -0.60 -0.75 3.12 0.950
O -0.149 -1.931 -3.242 -2.43 -3.60 -2.08 -0.338
O -0.150 -3.842 -4.949 -1.04 1.51 0.48 -0.554
O -1.147 -4.335 -2.751 1.97 1.88 0.32 -0.337
H -1.953 -5.932 -3.586 -0.71 -0.29 -0.02 0.252
H -2.771 -5.335 -2.077 -0.03 -0.01 -0.16 0.253
H -4.133 -3.895 -3.450 0.19 0.15 0.03 0.201
H -3.275 -4.503 -4.892 -0.26 -0.25 0.04 0.320
C 4.351 -2.058 2.136 -0.35 -0.08 -1.61 0.278
C 5.184 -2.358 0.841 -0.87 -2.32 2.42 -0.296
O 6.329 -1.623 1.061 3.25 2.42 1.09 -0.409
S 6.871 -1.542 2.732 -2.98 1.66 -0.76 1.047
O 7.116 -0.089 3.093 -0.51 -5.29 -1.40 -0.446
O 7.787 -2.626 3.082 -1.66 2.35 -0.79 -0.507
O 5.278 -2.004 3.194 2.63 0.64 0.70 -0.343
H 3.591 -2.787 2.419 0.31 -0.31 -0.20 0.252
H 3.802 -1.133 1.962 0.30 0.36 0.35 -0.191
H 4.633 -2.252 -0.094 0.34 1.08 0.07 0.309
H 5.551 -3.384 0.850 -0.57 -0.56 0.02 0.322
C -6.131 -0.122 -3.317 -1.46 -1.87 0.51 -0.383
C -6.557 0.091 -1.847 -0.86 1.14 -0.25 -0.415
O -5.423 -0.191 -1.013 0.43 -0.07 -0.99 -0.303
S -4.111 -0.465 -1.913 1.06 0.37 0.71 1.141
O -3.877 -1.879 -1.922 -0.42 0.75 -0.19 -0.546
O -3.005 0.388 -1.509 -2.22 -0.97 -1.03 -0.420
O -4.760 0.019 -3.344 2.75 0.97 1.21 -0.353
H -6.656 0.486 -4.054 0.39 0.42 0.29 0.325
H -6.259 -1.160 -3.625 -0.80 -0.22 0.10 0.260
H -7.458 -0.441 -1.540 0.48 -0.78 -0.05 0.328
H -6.867 1.121 -1.671 0.53 0.30 -0.05 0.318
C -1.397 -4.389 1.567 0.36 -0.16 -0.03 -0.708
C -0.839 -4.036 2.961 -0.39 -2.28 -0.75 -0.584
C -1.362 -2.665 3.253 0.53 0.06 -0.59 -0.612
O -2.217 -2.342 2.095 -0.07 0.96 2.05 -0.393
C -1.711 -3.017 0.996 0.53 -2.02 -1.29 0.136
H -2.306 -4.984 1.652 -0.07 0.04 -0.04 0.350
H -0.654 -4.970 1.022 -0.16 0.11 -0.29 0.343
H 0.226 -4.257 2.893 0.08 0.74 0.60 0.320
H -1.309 -4.772 3.614 0.44 0.08 0.46 0.219
H -0.540 -1.954 3.340 -0.16 0.32 -0.15 0.303
H -1.880 -2.723 4.210 -0.65 0.63 -0.39 0.377
H -0.813 -2.614 0.526 0.21 0.63 0.39 -0.109
H -2.424 -3.152 0.183 -0.49 0.63 0.25 0.098
C 3.808 3.610 -3.686 1.39 0.55 -1.47 -0.515
C 2.933 2.445 -3.524 -1.02 -1.74 0.25 -0.676
C 2.412 2.690 -2.124 -0.82 -0.02 -0.06 0.645
O 2.343 4.132 -1.981 0.45 -0.79 0.42 -0.455
C 3.252 4.742 -2.940 -1.63 0.79 1.95 -0.597
H 3.947 3.884 -4.732 0.69 -0.19 0.05 0.355
H 4.695 3.282 -3.144 0.65 0.55 -0.63 0.247
H 3.617 1.597 -3.494 -0.50 -0.44 -0.23 0.323
H 2.163 2.240 -4.267 -0.03 0.40 -0.05 0.360
H 3.079 2.125 -1.472 0.31 0.81 0.73 0.019
H 1.415 2.325 -1.877 -0.01 -0.10 -0.37 -0.263
H 4.011 5.284 -2.375 0.07 0.17 -0.10 0.232
H 2.598 5.457 -3.438 0.40 0.04 -0.63 0.297
```
Positions in Å, forces in eV/Å.

- SMILES: O=S1(=O)OCCO1.O=S1(=O)OCCO1.O=S1(=O)OCCO1.O=S1(=O)OCCO1.C1CCOC1.C1CCOC1.NC(N)=O.NC(N)=O.NC(N)=O
- LUMO: 0.12 eV
- Calculated total energy: -4251.46460 hartree
- Gap between HOMO and LUMO: 0.326 Ha

***

Number 3 is which compound? C19H44N6O21S4